{"formula": "C58H53N6PPb", "method": "the ωB97M-V functional and the def2-TZVPD basis", "charge": 2, "homo_ev": -12.337, "homo_lumo_gap_ev": 6.56, "energy_ev": -84470.342, "e_lumo_ev": -5.775, "symbols": ["Pb", "C", "C", "C", "C", "C", "C", "C", "C", "C", "C", "H", "H", "H", "H", "H", "H", "H", "H", "H", "H", "H", "H", "H", "H", "C", "N", "C", "N", "C", "C", "C", "C", "C", "C", "C", "C", "C", "C", "C", "C", "C", "C", "P", "C", "N", "C", "C", "N", "C", "C", "C", "C", "C", "C", "C", "C", "C", "C", "C", "C", "C", "C", "N", "C", "C", "N", "C", "C", "C", "C", "C", "C", "C", "C", "C", "C", "C", "C", "C", "H", "H", "H", "H", "H", "H", "H", "H", "H", "H", "H", "H", "H", "H", "H", "H", "H", "H", "H", "H", "H", "H", "H", "H", "H", "H", "H", "H", "H", "H", "H", "H", "H", "H", "H", "H", "H", "H", "H"], "positions_angstrom": [[0.246, 0.309, 0.455], [5.945, 4.085, 0.601], [5.524, 2.612, 0.677], [6.758, 1.701, 0.798], [4.611, 2.394, 1.897], [5.123, 2.119, 3.186], [4.297, 2.129, 4.305], [2.932, 2.580, 4.195], [2.111, 2.878, 5.426], [2.416, 2.799, 2.932], [3.233, 2.667, 1.815], [6.434, 4.248, -0.342], [6.643, 4.398, 1.421], [5.076, 4.768, 0.653], [4.954, 2.370, -0.201], [7.471, 1.994, 1.594], [7.404, 1.759, -0.106], [6.414, 0.671, 0.964], [6.188, 2.004, 3.352], [4.673, 1.881, 5.289], [2.417, 3.826, 5.909], [2.210, 2.101, 6.160], [1.038, 2.920, 5.152], [1.362, 3.109, 2.860], [2.827, 2.794, 0.863], [-4.877, -1.349, -1.052], [-4.032, -0.441, -0.260], [-2.664, -0.379, -0.371], [-2.183, 0.529, 0.471], [-3.318, 1.097, 1.128], [-4.472, 0.502, 0.674], [-5.923, 0.668, 1.032], [-6.759, -0.456, 1.208], [-8.096, -0.408, 1.345], [-8.741, 0.823, 1.458], [-7.945, 1.978, 1.512], [-6.545, 1.912, 1.293], [-3.128, 2.108, 2.210], [-4.025, 2.236, 3.305], [-3.675, 3.103, 4.347], [-2.569, 3.920, 4.238], [-1.690, 3.795, 3.186], [-1.954, 2.919, 2.167], [-1.614, -1.352, -1.506], [-0.574, -0.324, -2.589], [0.159, 0.700, -2.203], [0.705, 1.301, -3.357], [0.291, 0.527, -4.472], [-0.517, -0.496, -3.962], [-1.255, -1.462, -4.773], [0.340, 0.721, -5.917], [-0.054, 1.947, -6.454], [-0.333, 2.018, -7.803], [-0.156, 0.915, -8.661], [0.310, -0.289, -8.125], [0.565, -0.361, -6.797], [1.481, 2.516, -3.288], [1.691, 3.135, -2.054], [2.393, 4.326, -1.924], [2.975, 4.910, -3.024], [2.939, 4.231, -4.213], [2.178, 3.078, -4.406], [-0.600, -2.463, -0.477], [-0.134, -2.091, 0.718], [0.370, -3.252, 1.325], [0.177, -4.343, 0.425], [-0.340, -3.798, -0.736], [-0.942, -4.552, -1.877], [0.352, -5.806, 0.560], [0.915, -6.658, -0.430], [0.942, -8.026, -0.205], [0.389, -8.582, 0.958], [-0.155, -7.753, 1.949], [-0.081, -6.375, 1.785], [1.098, -3.157, 2.602], [1.943, -4.199, 3.036], [2.527, -4.103, 4.279], [2.436, -2.905, 4.971], [1.845, -1.782, 4.432], [1.126, -1.940, 3.302], [-4.343, -1.548, -1.968], [-5.816, -0.883, -1.298], [-5.047, -2.279, -0.483], [-6.341, -1.490, 1.235], [-8.639, -1.376, 1.453], [-9.817, 0.889, 1.614], [-8.455, 2.892, 1.750], [-6.003, 2.870, 1.257], [-4.872, 1.564, 3.383], [-4.332, 3.134, 5.252], [-2.397, 4.726, 4.974], [-0.756, 4.311, 3.304], [-1.282, 2.902, 1.284], [-1.608, -1.044, -5.688], [-2.141, -1.823, -4.251], [-0.675, -2.338, -4.925], [-0.091, 2.822, -5.783], [-0.726, 2.922, -8.157], [-0.285, 1.015, -9.730], [0.653, -1.118, -8.771], [1.033, -1.299, -6.422], [1.294, 2.653, -1.180], [2.525, 4.805, -0.938], [3.555, 5.853, -2.901], [3.597, 4.577, -5.028], [2.199, 2.625, -5.353], [-1.408, -3.896, -2.585], [-1.720, -5.245, -1.544], [-0.162, -5.102, -2.416], [1.353, -6.291, -1.342], [1.435, -8.707, -0.905], [0.525, -9.649, 1.110], [-0.612, -8.141, 2.880], [-0.450, -5.707, 2.551], [2.313, -4.927, 2.334], [3.070, -4.968, 4.673], [2.838, -2.836, 5.979], [1.982, -0.769, 4.823], [0.500, -1.057, 2.973]]}

---

{"formula": "C58H54OP3Si2Ti", "method": "the ωB97M-V functional and the def2-TZVPD basis", "charge": 1, "homo_ev": -10.533, "de_lowest_ev": 0.000, "homo_lumo_gap_ev": 7.65, "energy_ev": -129805.950, "e_lumo_ev": -2.880, "symbols": ["Ti", "C", "C", "C", "C", "C", "C", "P", "C", "C", "C", "C", "C", "C", "C", "C", "C", "C", "C", "C", "Si", "C", "C", "C", "C", "C", "C", "P", "C", "C", "C", "C", "C", "C", "C", "C", "C", "C", "C", "C", "C", "C", "C", "C", "C", "C", "P", "C", "C", "C", "C", "C", "C", "C", "C", "C", "C", "C", "C", "H", "H", "H", "H", "H", "H", "H", "H", "H", "H", "H", "H", "H", "H", "H", "H", "H", "H", "H", "H", "H", "H", "H", "H", "H", "H", "H", "H", "H", "H", "H", "H", "H", "H", "H", "H", "H", "H", "H", "H", "H", "H", "C", "Si", "C", "C", "O", "H", "H", "H", "H", "H", "H", "H", "H", "H", "C", "H", "H", "H"], "positions_angstrom": [[0.692, -0.122, 0.438], [2.564, 1.059, 5.651], [1.404, 1.811, 5.744], [0.403, 1.685, 4.794], [0.555, 0.792, 3.737], [1.721, 0.031, 3.658], [2.721, 0.166, 4.603], [-0.695, 0.372, 2.465], [-1.857, -0.599, 3.480], [-1.508, -1.113, 4.725], [-2.423, -1.856, 5.447], [-3.682, -2.108, 4.929], [-4.023, -1.622, 3.676], [-3.119, -0.867, 2.953], [-1.680, 1.863, 2.095], [-2.379, 2.486, 3.126], [-3.049, 3.675, 2.901], [-3.039, 4.235, 1.633], [-2.408, 3.572, 0.594], [-1.726, 2.378, 0.792], [-1.082, 1.266, -0.647], [-0.296, 2.076, -2.203], [-0.875, 3.160, -2.852], [-0.312, 3.720, -3.984], [0.864, 3.195, -4.489], [1.458, 2.116, -3.860], [0.897, 1.546, -2.720], [1.661, 0.083, -1.914], [3.430, 0.476, -1.537], [3.916, 0.069, -0.296], [5.261, 0.188, 0.014], [6.145, 0.712, -0.913], [5.673, 1.118, -2.150], [4.331, 0.996, -2.462], [2.091, -1.048, -3.293], [2.916, -2.118, -2.945], [3.461, -2.931, -3.920], [3.203, -2.668, -5.256], [2.321, -1.659, -5.601], [1.744, -0.862, -4.625], [-2.815, 0.533, -1.070], [-3.879, 1.293, -1.531], [-5.158, 0.768, -1.577], [-5.392, -0.518, -1.119], [-4.340, -1.305, -0.682], [-3.048, -0.794, -0.688], [-1.525, -1.724, -0.266], [-1.043, -2.216, -1.976], [-1.382, -1.472, -3.103], [-1.072, -1.944, -4.368], [-0.401, -3.146, -4.525], [-0.033, -3.877, -3.407], [-0.352, -3.417, -2.142], [-2.248, -3.328, 0.263], [-2.122, -3.734, 1.586], [-2.704, -4.918, 2.009], [-3.422, -5.694, 1.116], [-3.555, -5.292, -0.204], [-2.968, -4.118, -0.633], [3.342, 1.172, 6.391], [1.282, 2.507, 6.561], [-0.483, 2.296, 4.877], [1.832, -0.684, 2.846], [3.619, -0.426, 4.520], [-0.529, -0.930, 5.144], [-2.142, -2.245, 6.414], [-4.397, -2.679, 5.501], [-4.994, -1.836, 3.256], [-3.381, -0.479, 1.975], [-2.415, 2.028, 4.105], [-3.578, 4.160, 3.706], [-3.551, 5.167, 1.448], [-2.439, 4.004, -0.394], [-1.790, 3.578, -2.460], [-0.787, 4.559, -4.469], [1.318, 3.611, -5.374], [2.362, 1.713, -4.287], [3.235, -0.345, 0.445], [5.620, -0.130, 0.983], [7.196, 0.787, -0.682], [6.353, 1.522, -2.883], [4.003, 1.302, -3.441], [3.155, -2.295, -1.902], [4.102, -3.755, -3.641], [3.692, -3.247, -6.024], [2.087, -1.481, -6.640], [1.041, -0.093, -4.908], [-3.698, 2.306, -1.856], [-5.977, 1.369, -1.941], [-6.393, -0.922, -1.119], [-4.540, -2.306, -0.329], [-1.933, -0.546, -3.005], [-1.370, -1.374, -5.237], [-0.186, -3.520, -5.515], [0.486, -4.817, -3.525], [-0.104, -4.016, -1.276], [-1.568, -3.118, 2.283], [-2.600, -5.237, 3.034], [-3.881, -6.613, 1.444], [-4.120, -5.892, -0.902], [-3.065, -3.808, -1.665], [0.845, 4.312, 0.436], [2.044, 2.957, 1.053], [3.676, 3.279, 0.120], [2.400, 3.438, 2.869], [1.485, 1.447, 0.854], [1.343, 5.275, 0.506], [-0.050, 4.367, 1.045], [0.544, 4.182, -0.599], [3.962, 4.310, 0.296], [3.578, 3.141, -0.953], [4.485, 2.647, 0.468], [2.887, 4.408, 2.884], [3.048, 2.741, 3.389], [1.487, 3.528, 3.445], [1.316, -2.111, 0.775], [1.326, -2.680, -0.166], [0.658, -2.671, 1.462], [2.336, -2.225, 1.182]]}